1.
{
  "formula": "C12H12N2S",
  "method": "ωB97M-V with the def2-TZVPD basis set",
  "charge": 0,
  "multiplicity": 1,
  "e_lumo_ha": -0.0495,
  "smiles": "CCc1ccc(/C=C(/C#N)C(N)=S)cc1",
  "max_force_ha_per_bohr": 0.1299,
  "de_lowest_kcal_mol": 64.80,
  "homo_ha": -0.3116,
  "elements": ["N", "S", "C", "C", "C", "C", "C", "C", "C", "C", "C", "C", "N", "C", "C", "H", "H", "H", "H", "H", "H", "H", "H", "H", "H", "H", "H"],
  "coordinates": [[-4.262, -0.276, -4.046], [-2.602, 3.314, -3.081], [-3.354, 0.242, -3.425], [-2.088, 2.026, -2.173], [-2.359, 0.666, -2.454], [-1.541, -0.449, -2.067], [-0.355, -1.589, -0.237], [0.462, 0.573, -0.665], [0.640, -1.822, 0.682], [1.385, 0.445, 0.425], [-0.471, -0.454, -1.033], [1.536, -0.798, 1.047], [-1.855, 2.482, -0.921], [2.300, -0.721, 3.517], [2.717, -0.875, 2.042], [-1.766, -1.424, -2.474], [-1.186, -2.286, -0.304], [0.490, 1.444, -1.267], [0.600, -2.829, 1.165], [2.042, 1.306, 0.584], [-1.941, 1.796, -0.124], [-2.006, 3.481, -0.650], [1.280, -1.002, 3.743], [2.599, 0.323, 3.755], [3.060, -1.375, 4.021], [3.058, -1.939, 2.054], [3.616, -0.261, 1.887]],
  "atomic_forces_ev_per_a": [[5.1, 2.9, 3.2], [0.2, -0.4, -2.0], [-5.0, -2.2, -2.7], [-2.5, 4.7, 1.3], [2.7, -5.5, -0.7], [-1.1, 3.3, 0.6], [-1.1, -0.5, -0.4], [-0.2, -1.2, 0.4], [0.3, -0.4, 1.3], [-1.4, -0.2, -2.4], [1.4, 1.1, 0.9], [1.3, 1.2, 0.1], [0.6, -1.9, 3.4], [2.3, 0.7, 0.0], [-1.1, -2.9, 0.2], [-0.3, 0.0, 0.0], [0.4, -0.5, -0.2], [0.1, 0.8, -0.3], [0.4, 1.1, -0.2], [-0.1, -0.5, 0.2], [0.4, 1.1, -1.2], [0.2, -1.6, -1.0], [-0.1, 0.1, 0.1], [-1.0, -0.6, 0.5], [-1.1, 0.6, 0.3], [0.0, 0.7, -0.7], [-0.7, 0.0, -0.6]],
  "lowdin_charge": [0.15, 0.68, -0.20, -0.85, -0.24, 0.08, -0.07, -0.01, -0.03, -0.02, -0.21, -0.21, 0.00, -0.11, -0.22, 0.12, 0.12, 0.09, 0.13, 0.12, 0.13, 0.11, 0.07, 0.08, 0.08, 0.11, 0.11]
}


2.
{
  "formula": "C12H12NO2",
  "method": "ωB97M-V with the def2-TZVPD basis set",
  "charge": 1,
  "multiplicity": 1,
  "e_lumo_ha": -0.1998,
  "smiles": "CC1=CC(=O)[N@@+](C)(c2ccccc2)C1=O",
  "max_force_ha_per_bohr": 0.0834,
  "de_lowest_kcal_mol": 0.00,
  "homo_ha": -0.4874,
  "elements": ["C", "C", "C", "C", "C", "C", "C", "C", "C", "C", "C", "C", "N", "O", "O", "H", "H", "H", "H", "H", "H", "H", "H", "H", "H", "H", "H"],
  "coordinates": [[0.730, 2.839, 1.809], [1.756, 1.894, 2.037], [-0.462, 2.448, 1.198], [1.584, 0.607, 1.625], [-0.656, 1.213, 0.656], [0.416, 0.282, 0.822], [0.099, -0.389, -2.181], [-1.112, -0.916, -1.904], [1.128, -0.580, -1.226], [-1.088, -1.384, -0.440], [-2.450, -0.687, -2.414], [0.942, -2.248, 0.881], [0.392, -1.053, 0.045], [2.305, -0.459, -1.295], [-1.912, -1.817, 0.325], [0.886, 3.844, 2.320], [2.567, 2.273, 2.751], [-1.235, 3.152, 0.848], [2.419, -0.098, 1.632], [-1.473, 0.997, 0.044], [0.334, 0.112, -3.099], [-3.143, -0.698, -1.546], [-2.655, -1.632, -3.050], [-2.608, 0.251, -2.949], [0.379, -2.613, 1.765], [0.820, -3.202, 0.182], [2.037, -2.137, 1.166]],
  "atomic_forces_ev_per_a": [[0.2, 0.4, 1.5], [-0.4, 2.1, 2.0], [-0.3, 2.1, -0.9], [-0.9, -1.6, -2.7], [3.6, -2.3, 0.7], [0.0, 0.7, 1.2], [-1.7, -0.3, -1.7], [1.2, 1.3, 3.1], [1.3, -1.4, 0.8], [-0.2, -0.5, 0.9], [-1.4, -1.9, -1.0], [0.9, -2.5, -2.0], [-0.4, 0.0, 2.6], [-0.7, 0.0, 0.3], [2.1, 1.0, -2.0], [-0.5, -1.3, -1.2], [-0.8, -1.1, -1.5], [0.5, 0.1, 1.0], [-0.4, 0.1, 0.4], [-1.3, -0.2, -0.6], [0.1, 0.2, -0.3], [0.2, -0.2, -0.7], [-0.3, 1.7, 0.7], [0.3, -0.4, -0.3], [-0.2, 1.5, -0.5], [0.6, 2.1, 1.1], [-1.6, 0.2, -0.7]],
  "lowdin_charge": [-0.04, -0.07, -0.07, -0.01, -0.01, -0.11, 0.10, -0.15, -0.34, -0.25, -0.01, 0.04, -0.05, 0.23, 0.21, 0.14, 0.15, 0.13, 0.11, 0.10, 0.15, 0.11, 0.15, 0.11, 0.11, 0.15, 0.11]
}


3.
{
  "formula": "C12H13AuN2O2S2SbSe4",
  "method": "ωB97M-V with the def2-TZVPD basis set",
  "charge": -1,
  "multiplicity": 1,
  "e_lumo_ha": 0.0748,
  "max_force_ha_per_bohr": 0.0119,
  "homo_ha": -0.1781,
  "elements": ["Au", "S", "C", "N", "C", "C", "C", "C", "H", "H", "H", "H", "H", "S", "C", "N", "C", "C", "C", "C", "H", "H", "H", "H", "H", "C", "C", "O", "O", "H", "H", "H", "Se", "Sb", "Se", "Se", "Se"],
  "coordinates": [[1.311, 1.009, -0.498], [4.210, 1.034, 0.268], [3.404, 0.128, 1.450], [2.756, 0.773, 2.469], [2.039, 0.161, 3.447], [1.982, -1.190, 3.504], [2.672, -1.921, 2.513], [3.375, -1.287, 1.529], [2.751, 1.781, 2.398], [1.518, 0.815, 4.130], [1.368, -1.688, 4.239], [2.611, -3.000, 2.525], [3.882, -1.836, 0.751], [0.538, 3.121, -1.129], [-1.048, 2.707, -1.671], [-1.359, 1.459, -2.078], [-2.598, 1.075, -2.428], [-3.628, 1.973, -2.442], [-3.343, 3.296, -2.094], [-2.074, 3.665, -1.721], [-0.632, 0.691, -2.120], [-2.697, 0.023, -2.654], [-4.627, 1.649, -2.692], [-4.133, 4.037, -2.098], [-1.843, 4.675, -1.418], [0.413, -3.061, -1.770], [0.523, -1.561, -1.620], [0.002, -0.829, -2.488], [1.163, -1.154, -0.595], [-0.578, -3.318, -2.138], [0.604, -3.559, -0.822], [1.155, -3.386, -2.502], [-0.739, -3.502, 2.273], [-1.964, -1.659, 1.372], [-0.910, 0.646, 1.324], [-3.613, -1.887, -0.343], [-2.488, 0.120, 3.129]],
  "atomic_forces_ev_per_a": [[0.2, 0.0, -0.6], [-0.3, 0.0, 0.0], [0.3, 0.1, 0.3], [-0.1, -0.1, -0.1], [0.0, 0.1, -0.1], [-0.1, -0.1, 0.0], [0.0, 0.1, 0.0], [-0.1, 0.0, 0.0], [0.0, 0.0, 0.0], [0.0, 0.0, 0.0], [0.0, 0.0, 0.0], [0.0, 0.0, 0.0], [0.0, 0.0, 0.0], [0.0, -0.1, 0.2], [0.1, 0.0, -0.1], [0.0, -0.2, -0.1], [0.0, 0.0, 0.1], [-0.1, 0.0, 0.0], [0.0, 0.0, 0.0], [0.0, -0.1, 0.0], [0.0, 0.1, 0.1], [0.0, 0.0, 0.0], [0.0, 0.0, 0.0], [0.0, 0.0, 0.0], [0.0, 0.0, 0.0], [0.0, 0.0, 0.1], [-0.1, 0.0, -0.1], [0.0, 0.0, 0.2], [0.2, 0.2, 0.1], [0.0, 0.0, 0.0], [0.0, 0.0, 0.0], [0.0, 0.0, 0.0], [0.0, 0.0, 0.0], [-0.1, 0.0, 0.1], [-0.1, 0.1, 0.3], [0.0, 0.0, 0.0], [0.0, -0.1, -0.1]],
  "lowdin_charge": [0.41, 0.52, -0.84, 0.03, -0.11, -0.09, -0.07, -0.11, 0.13, 0.13, 0.10, 0.10, 0.11, 0.55, -0.73, 0.05, -0.08, -0.05, -0.06, -0.10, 0.07, 0.10, 0.11, 0.11, 0.10, -0.01, -0.70, -0.06, -0.20, 0.08, 0.05, 0.08, -0.14, -0.18, -0.04, -0.16, -0.07]
}


Repeat the second record exactly.
{
  "formula": "C12H12NO2",
  "method": "ωB97M-V with the def2-TZVPD basis set",
  "charge": 1,
  "multiplicity": 1,
  "e_lumo_ha": -0.1998,
  "smiles": "CC1=CC(=O)[N@@+](C)(c2ccccc2)C1=O",
  "max_force_ha_per_bohr": 0.0834,
  "de_lowest_kcal_mol": 0.00,
  "homo_ha": -0.4874,
  "elements": ["C", "C", "C", "C", "C", "C", "C", "C", "C", "C", "C", "C", "N", "O", "O", "H", "H", "H", "H", "H", "H", "H", "H", "H", "H", "H", "H"],
  "coordinates": [[0.730, 2.839, 1.809], [1.756, 1.894, 2.037], [-0.462, 2.448, 1.198], [1.584, 0.607, 1.625], [-0.656, 1.213, 0.656], [0.416, 0.282, 0.822], [0.099, -0.389, -2.181], [-1.112, -0.916, -1.904], [1.128, -0.580, -1.226], [-1.088, -1.384, -0.440], [-2.450, -0.687, -2.414], [0.942, -2.248, 0.881], [0.392, -1.053, 0.045], [2.305, -0.459, -1.295], [-1.912, -1.817, 0.325], [0.886, 3.844, 2.320], [2.567, 2.273, 2.751], [-1.235, 3.152, 0.848], [2.419, -0.098, 1.632], [-1.473, 0.997, 0.044], [0.334, 0.112, -3.099], [-3.143, -0.698, -1.546], [-2.655, -1.632, -3.050], [-2.608, 0.251, -2.949], [0.379, -2.613, 1.765], [0.820, -3.202, 0.182], [2.037, -2.137, 1.166]],
  "atomic_forces_ev_per_a": [[0.2, 0.4, 1.5], [-0.4, 2.1, 2.0], [-0.3, 2.1, -0.9], [-0.9, -1.6, -2.7], [3.6, -2.3, 0.7], [0.0, 0.7, 1.2], [-1.7, -0.3, -1.7], [1.2, 1.3, 3.1], [1.3, -1.4, 0.8], [-0.2, -0.5, 0.9], [-1.4, -1.9, -1.0], [0.9, -2.5, -2.0], [-0.4, 0.0, 2.6], [-0.7, 0.0, 0.3], [2.1, 1.0, -2.0], [-0.5, -1.3, -1.2], [-0.8, -1.1, -1.5], [0.5, 0.1, 1.0], [-0.4, 0.1, 0.4], [-1.3, -0.2, -0.6], [0.1, 0.2, -0.3], [0.2, -0.2, -0.7], [-0.3, 1.7, 0.7], [0.3, -0.4, -0.3], [-0.2, 1.5, -0.5], [0.6, 2.1, 1.1], [-1.6, 0.2, -0.7]],
  "lowdin_charge": [-0.04, -0.07, -0.07, -0.01, -0.01, -0.11, 0.10, -0.15, -0.34, -0.25, -0.01, 0.04, -0.05, 0.23, 0.21, 0.14, 0.15, 0.13, 0.11, 0.10, 0.15, 0.11, 0.15, 0.11, 0.11, 0.15, 0.11]
}